{
  "formula": "C19H7Cl52N2O2S",
  "method": "ωB97M-V/def2-TZVPD",
  "relative_energy_ev": 0.000,
  "e_tot_ev": -688890.012,
  "total_charge": -1,
  "e_homo_ev": -4.86,
  "lumo_energy_ev": 1.13,
  "symbols": ["C", "S", "O", "O", "N", "C", "C", "C", "C", "N", "C", "H", "H", "H", "H", "H", "H", "H", "C", "Cl", "Cl", "Cl", "Cl", "C", "Cl", "Cl", "Cl", "Cl", "C", "Cl", "Cl", "Cl", "Cl", "C", "Cl", "Cl", "Cl", "Cl", "C", "Cl", "Cl", "Cl", "Cl", "C", "Cl", "Cl", "Cl", "Cl", "C", "Cl", "Cl", "Cl", "Cl", "C", "Cl", "Cl", "Cl", "Cl", "C", "Cl", "Cl", "Cl", "Cl", "C", "Cl", "Cl", "Cl", "Cl", "C", "Cl", "Cl", "Cl", "Cl", "C", "Cl", "Cl", "Cl", "Cl", "C", "Cl", "Cl", "Cl", "Cl"],
  "coordinates": [[1.733221, 1.654136, 8.178525], [1.896622, 2.166748, 6.469104], [1.602883, 3.591938, 6.362723], [0.907144, 1.383279, 5.736023], [3.361185, 1.738500, 6.096889], [3.909710, 2.515299, 5.070901], [4.625602, 3.685164, 5.328407], [5.155611, 4.324701, 4.208283], [4.951580, 3.802914, 2.953273], [4.240797, 2.712153, 2.644250], [3.754564, 2.123814, 3.742814], [1.758331, 0.567773, 8.183705], [2.624357, 2.012552, 8.692900], [0.835816, 2.069076, 8.624257], [4.803730, 4.071699, 6.319594], [5.732303, 5.234233, 4.317526], [5.409040, 4.322148, 2.111758], [3.177433, 1.207417, 3.576328], [0.484070, 6.000823, 4.048040], [-0.705287, 4.697068, 4.025433], [0.277801, 7.033217, 2.610540], [0.249268, 6.976142, 5.512439], [2.086864, 5.303562, 4.042002], [-0.061957, 2.597416, 0.774524], [-1.032751, 1.379843, 1.615100], [1.443722, 2.851960, 1.640159], [0.304056, 2.024204, -0.866510], [-0.969758, 4.115972, 0.689425], [-2.193467, -1.662559, -0.787008], [-0.445160, -1.556655, -0.593054], [-2.817689, -0.085787, -1.287209], [-2.574288, -2.886934, -2.006682], [-2.926576, -2.136591, 0.754830], [-1.940459, 0.438602, -5.213800], [-2.783167, 1.686476, -6.143955], [-3.039848, -0.912347, -4.922476], [-0.542722, -0.140593, -6.126283], [-1.389033, 1.103639, -3.677342], [-4.818042, -6.086410, -0.566065], [-5.736449, -7.313321, 0.317881], [-3.300584, -5.778683, 0.276469], [-4.479387, -6.669643, -2.204890], [-5.766576, -4.597378, -0.655573], [-3.009193, -5.486280, 4.658660], [-4.144966, -6.840968, 4.747537], [-3.281783, -4.595743, 3.157288], [-3.259031, -4.414748, 6.039739], [-1.354532, -6.102317, 4.679931], [2.180350, 10.919471, 3.089244], [1.201495, 9.700384, 3.895446], [3.710434, 11.124424, 3.954186], [2.511231, 10.406024, 1.428833], [1.312115, 12.465148, 3.061895], [2.196794, -2.933661, -3.056637], [1.395807, -1.685246, -4.017872], [1.041112, -4.231195, -2.728775], [3.575964, -3.571894, -3.962377], [2.765660, -2.246911, -1.531819], [0.469743, -6.254707, -6.061899], [2.120573, -6.608174, -5.547994], [-0.667733, -6.887704, -4.864898], [0.249805, -4.510688, -6.213047], [0.165218, -7.026575, -7.627276], [0.896120, -0.144252, -9.930408], [1.291460, 1.337053, -10.809301], [-0.841303, -0.207816, -9.629510], [1.382499, -1.547577, -10.890187], [1.755383, -0.165523, -8.385385], [-3.113282, -3.774415, -10.060255], [-2.108205, -4.924159, -9.173603], [-3.511777, -2.412348, -9.007947], [-2.230189, -3.188967, -11.475145], [-4.603381, -4.570226, -10.583661], [3.972643, -2.408093, 2.951221], [5.579832, -3.011856, 3.391446], [2.782911, -3.013860, 4.107298], [3.971520, -0.645402, 2.974081], [3.557781, -2.991659, 1.324513], [-7.150077, -1.020719, 0.445895], [-6.034881, -2.111744, 1.271845], [-7.559970, 0.328678, 1.510177], [-6.394299, -0.405042, -1.024051], [-8.624353, -1.906279, 0.019557]],
  "forces_ev_per_a": [[0.902, 0.095, -0.192], [-0.763, -0.680, -0.892], [0.487, 0.217, 0.677], [-0.267, -0.271, 0.178], [-0.091, 0.557, 0.392], [-0.059, 0.062, 0.985], [0.319, -0.079, -1.142], [-0.002, -0.021, 0.814], [0.422, 0.544, -1.482], [0.315, 0.369, 1.502], [-0.534, -0.877, -0.763], [-0.206, -0.026, 0.038], [-0.117, 0.089, 0.113], [-0.152, -0.052, -0.185], [-0.227, -0.138, 0.162], [0.039, 0.018, -0.066], [-0.114, -0.042, -0.010], [-0.151, 0.934, 0.307], [0.067, -0.466, -0.025], [-0.059, 0.138, 0.147], [-0.224, -0.350, -0.100], [-0.025, 0.035, -0.023], [0.105, 0.407, -0.112], [0.119, 0.047, 0.311], [-0.010, 0.049, 0.000], [-0.120, -0.097, -0.210], [-0.018, 0.028, -0.110], [-0.033, -0.111, -0.269], [0.121, 0.063, 0.128], [-0.041, -0.052, -0.024], [-0.274, -0.417, 0.459], [-0.042, 0.013, -0.020], [0.343, 0.121, -0.097], [0.072, 0.015, 0.144], [0.045, -0.017, -0.016], [-0.042, -0.002, -0.030], [-0.146, 0.090, -0.062], [0.185, 0.221, -0.524], [-0.006, 0.032, -0.084], [-0.001, -0.001, -0.018], [-0.059, -0.139, -0.356], [-0.001, 0.005, 0.009], [0.139, -0.315, -0.100], [0.007, 0.097, 0.065], [0.002, 0.002, -0.014], [0.029, 0.068, 0.332], [0.003, -0.035, -0.034], [-0.026, 0.006, -0.012], [-0.078, -0.077, 0.091], [0.242, 0.482, 0.097], [-0.007, 0.019, -0.022], [0.002, 0.016, 0.009], [0.022, 0.008, -0.014], [-0.047, 0.060, 0.046], [0.022, -0.018, 0.069], [0.082, -0.030, 0.060], [-0.012, -0.010, 0.006], [-0.051, 0.005, -0.299], [-0.006, 0.073, 0.060], [-0.039, -0.011, -0.026], [0.004, 0.006, -0.014], [0.013, -0.012, -0.057], [0.002, -0.021, 0.005], [-0.060, -0.004, 0.046], [0.015, -0.023, 0.023], [0.052, 0.002, -0.103], [-0.015, 0.014, 0.013], [0.153, -0.008, -0.122], [0.046, -0.012, 0.021], [-0.021, 0.044, -0.026], [-0.046, -0.018, 0.031], [-0.019, -0.010, 0.010], [0.013, 0.012, 0.005], [0.000, 0.177, 0.004], [-0.005, -0.022, -0.024], [0.009, -0.008, -0.031], [0.208, -0.978, -0.156], [0.065, -0.043, 0.240], [-0.010, 0.007, 0.105], [-0.447, 0.318, 0.202], [0.001, -0.030, -0.029], [0.006, -0.035, -0.007], [0.000, -0.007, -0.002]]
}